# 1
This record from the OMol25 dataset describes a molecular structure, C3H5NO2. The level of theory is ωB97M-V/def2-TZVPD.

Geometry (Å):
N -1.28 1.04 -1.16
C -0.45 0.96 -0.22
C 0.98 0.67 -0.19
O 1.54 -0.41 -0.04
C 0.09 -1.56 0.42
O -0.83 -0.76 0.64
H -2.25 1.24 -0.94
H 1.54 1.60 -0.17
H -0.21 1.30 0.92
H 0.22 -2.11 -0.52
H 0.66 -1.97 1.25

The HOMO-LUMO gap comes out at 0.3598 Ha. The value obtained for the energy relative to the best compared isomer or geometry (same formula, charge and spin) is 471.9 kJ/mol. The molar mass comes out at 87.08 u. The highest occupied orbital energy is -9.47 eV. The calculation puts the LUMO energy at 0.3207 eV.

=====

# 2
This record from the OMol25 dataset describes a gas-phase ion, C4H8NO3 (charge -1). The level of theory is ωB97M-V/def2-TZVPD.

Geometry (Å):
O 2.43 1.38 0.62
C 1.52 0.86 1.27
N 0.51 0.08 0.88
C 0.24 0.08 -0.59
C -1.19 0.73 -0.55
O -1.98 0.18 0.44
C 0.06 -1.35 -1.08
O -1.22 -1.86 -0.80
H 1.67 1.08 2.35
H -0.44 -0.04 1.30
H 0.80 0.80 -1.19
H -1.25 1.84 -0.43
H -1.63 0.66 -1.57
H -1.70 -1.34 -0.11
H 0.79 -2.09 -0.78
H 0.02 -1.32 -2.19

The HOMO-LUMO gap comes out at 0.2849 Ha. The value obtained for the energy relative to the best compared isomer or geometry (same formula, charge and spin) is 296.2 kJ/mol. The molar mass comes out at 118.11 u. As for the charge: -1. The SMILES is O=CN[C@H](C[O-])CO. The highest occupied orbital energy is -3.71 eV. The calculation puts the LUMO energy at 4.0391 eV.

=====

# 3
This record from the OMol25 dataset describes 2 unconnected molecules or ions with the total composition CH6N2O2S. The level of theory is ωB97M-V/def2-TZVPD.

Geometry (Å):
C 0.00 -0.13 -0.36
N 0.82 -1.17 -0.67
N -0.69 0.48 -1.36
O -1.93 0.73 1.16
O 0.07 -0.40 2.23
S -1.12 -0.47 1.10
H 0.99 1.25 0.39
H 1.30 -1.59 0.11
H 1.39 -1.08 -1.50
H 0.62 0.39 2.06
H -0.17 0.79 -2.17
H -1.29 1.20 -0.98

The HOMO-LUMO gap comes out at 0.3241 Ha. The value obtained for the energy relative to the best compared isomer or geometry (same formula, charge and spin) is 196.4 kJ/mol. The molar mass comes out at 110.14 u. The highest occupied orbital energy is -8.28 eV. The calculation puts the LUMO energy at 0.5410 eV.

=====

# 4
This record from the OMol25 dataset describes 5 unconnected molecules or ions with the total composition C10H15N5. The level of theory is ωB97M-V/def2-TZVPD.

Geometry (Å):
C -2.74 -0.53 -0.66
C -1.90 -0.06 -1.76
N -1.21 0.26 -2.64
H -2.22 -1.26 -0.03
H -3.65 -1.00 -1.02
H -3.04 0.40 -0.19
C 2.98 -0.53 -0.06
C 4.28 0.20 -0.11
N 5.29 0.79 -0.17
H 3.03 -1.46 -0.62
H 2.19 -0.04 -0.64
H 2.70 -0.84 0.95
C 1.50 -2.82 2.40
C 2.38 -1.88 3.02
N 3.05 -1.19 3.60
H 1.23 -3.62 3.10
H 2.04 -3.35 1.62
H 0.54 -2.41 2.10
C -0.13 0.93 0.15
C 0.39 -0.39 0.57
N 0.83 -1.43 0.94
H -0.07 1.05 -0.94
H 0.41 1.73 0.66
H -1.16 0.82 0.47
C -3.18 2.82 -2.10
C -1.95 2.66 -1.29
N -1.02 2.54 -0.62
H -3.43 1.97 -2.73
H -3.11 3.79 -2.59
H -4.02 2.84 -1.41

The HOMO-LUMO gap comes out at 0.3722 Ha. The value obtained for the energy relative to the best compared isomer or geometry (same formula, charge and spin) is 592.5 kJ/mol. The molar mass comes out at 205.27 u. The SMILES is CC#N.CC#N.CC#N.CC#N.CC#N. The highest occupied orbital energy is -10.09 eV. The calculation puts the LUMO energy at 0.0434 eV.

=====

# 5
This record from the OMol25 dataset describes 2 unconnected molecules or ions with the total composition CH5O2P. The level of theory is ωB97M-V/def2-TZVPD.

Geometry (Å):
C 2.09 0.62 0.01
O -2.69 0.61 -0.41
O -0.57 0.15 0.83
P -1.69 -0.39 0.04
H 1.36 1.26 -0.36
H 1.78 -0.47 -0.18
H 3.09 0.70 0.48
H -1.08 -0.87 -1.01
H -2.28 -1.61 0.59

The HOMO-LUMO gap (alpha / beta) comes out at 0.3564 / 0.1785 Ha. The value obtained for the energy relative to the best compared isomer or geometry (same formula, charge and spin) is 435.9 kJ/mol. The molar mass comes out at 80.02 u. The highest occupied orbital energy (alpha / beta) is -10.79 / -9.23 eV. The calculation puts the LUMO energy (alpha / beta) at -1.0947 / -4.3705 eV.

=====

# 6
This record from the OMol25 dataset describes C3H5ClN2 in the gas phase. The level of theory is ωB97M-V/def2-TZVPD.

Geometry (Å):
C 0.06 0.74 -0.33
C 1.23 0.16 0.47
C -1.19 -1.08 -1.02
N -1.07 0.05 -0.46
N 0.48 1.26 0.93
Cl -0.53 0.87 2.33
H 0.39 1.54 -1.13
H 1.07 -0.66 1.09
H 2.29 0.37 0.19
H -0.47 -1.84 -1.21
H -2.27 -1.41 -0.86

The HOMO-LUMO gap comes out at 0.3486 Ha. The value obtained for the energy relative to the best compared isomer or geometry (same formula, charge and spin) is 330.1 kJ/mol. The molar mass comes out at 104.54 u. The SMILES is C=N[C@@H]1CN1Cl. The highest occupied orbital energy is -8.98 eV. The calculation puts the LUMO energy at 0.5074 eV.

=====

# 7
This record from the OMol25 dataset describes a molecular structure, C52H46BrCl2N11O3STi. The level of theory is ωB97M-V/def2-TZVPD.

Geometry (Å):
Ti -1.16 -0.34 -0.70
C -0.35 2.28 -3.87
C 0.65 2.60 -2.80
C 1.86 3.19 -3.15
C 2.81 3.49 -2.19
C 2.55 3.21 -0.86
C 1.35 2.63 -0.47
C 1.11 2.39 0.99
C 0.40 2.30 -1.45
N -0.82 1.63 -1.12
C -1.97 2.41 -1.14
C -1.94 3.91 -1.15
C -3.13 1.71 -1.08
C -4.49 2.34 -1.07
N -2.97 0.33 -1.00
C -4.12 -0.48 -1.28
C -4.56 -0.59 -2.61
C -3.91 0.16 -3.74
C -5.66 -1.39 -2.89
C -6.33 -2.06 -1.88
C -5.92 -1.91 -0.57
C -4.82 -1.13 -0.25
C -4.46 -0.95 1.20
H 0.15 2.01 -4.80
H -0.98 3.15 -4.09
H -1.01 1.46 -3.59
H 2.05 3.40 -4.19
H 3.75 3.94 -2.48
H 3.29 3.46 -0.11
H 1.86 2.90 1.59
H 1.16 1.32 1.24
H 0.12 2.74 1.30
H -0.92 4.30 -1.18
H -2.43 4.31 -0.26
H -2.47 4.31 -2.02
H -4.54 3.14 -0.33
H -5.27 1.62 -0.83
H -4.74 2.79 -2.04
H -2.98 0.64 -3.46
H -4.59 0.94 -4.11
H -3.71 -0.51 -4.58
H -5.98 -1.49 -3.92
H -7.18 -2.69 -2.12
H -6.44 -2.42 0.22
H -4.95 -1.73 1.80
H -4.80 0.02 1.58
H -3.39 -1.02 1.38
C -0.73 -0.13 4.96
N -1.12 0.13 3.58
C -0.71 -0.47 2.47
N -1.19 0.19 1.42
C -1.91 1.19 1.97
N -1.89 1.20 3.28
C 0.16 0.99 5.46
C -0.24 1.84 6.47
C 0.57 2.91 6.85
C 1.77 3.14 6.20
C 2.16 2.29 5.17
C 1.37 1.21 4.82
C 3.39 2.55 4.42
N 4.26 3.48 4.53
N 5.19 3.28 3.51
C 4.81 2.24 2.87
O 3.67 1.71 3.39
C 5.37 1.58 1.70
C 6.48 2.10 1.04
C 6.96 1.45 -0.09
C 6.33 0.30 -0.57
C 5.23 -0.22 0.10
C 4.49 -1.43 -0.41
N 3.15 -1.06 -0.84
C 2.03 -0.98 -0.14
N 1.05 -0.53 -0.91
C 1.67 -0.34 -2.11
N 2.94 -0.65 -2.11
C 4.76 0.42 1.23
H -0.22 -1.09 4.97
H -1.64 -0.21 5.56
H -0.11 -1.37 2.45
H -2.45 1.91 1.38
H -1.19 1.69 6.96
H 0.25 3.57 7.64
H 2.39 3.98 6.46
H 1.68 0.55 4.01
H 6.95 3.00 1.41
H 7.81 1.85 -0.61
H 6.70 -0.18 -1.46
H 4.38 -2.19 0.37
H 4.97 -1.89 -1.26
H 1.96 -1.29 0.89
H 1.16 -0.01 -3.00
H 3.90 0.03 1.75
Cl -1.26 -1.36 -3.11
C -0.42 -2.65 -4.04
C -0.73 -2.59 -5.39
C -0.15 -3.50 -6.25
C 0.74 -4.43 -5.73
C 1.02 -4.46 -4.38
Cl 2.14 -5.67 -3.83
C 0.44 -3.57 -3.42
S 0.75 -3.68 -1.74
H -1.42 -1.84 -5.74
H -0.37 -3.47 -7.31
H 1.23 -5.15 -6.37
Br 2.40 -3.90 3.01
C 0.71 -4.45 2.37
C 0.07 -5.57 2.90
N -1.12 -5.97 2.49
C -1.73 -5.26 1.54
C -1.17 -4.12 0.96
C 0.09 -3.73 1.38
C -1.93 -3.31 -0.04
O -2.87 -3.73 -0.67
O -1.52 -2.05 -0.07
H 0.55 -6.15 3.68
H -2.71 -5.59 1.21
H 0.56 -2.89 0.89

The HOMO-LUMO gap comes out at 0.2178 Ha. The value obtained for the energy relative to the best compared isomer or geometry (same formula, charge and spin) is 0.0 kJ/mol. The molar mass comes out at 1103.76 u. The highest occupied orbital energy is -6.44 eV. The calculation puts the LUMO energy at -0.5158 eV.

=====

# 8
This record from the OMol25 dataset describes 2 unconnected molecules or ions with the total composition C4H15NOSi2. The level of theory is ωB97M-V/def2-TZVPD.

Geometry (Å):
C 1.65 -0.22 2.47
C -1.57 -0.85 -2.66
C -0.71 -1.49 0.17
C -1.12 1.44 -0.26
N 1.76 0.81 1.43
O 0.89 0.12 -1.61
Si 2.68 0.75 -0.03
Si -0.63 -0.11 -1.21
H 1.23 -1.06 2.04
H 2.68 -0.53 2.71
H 1.32 0.21 3.38
H -2.15 -1.80 -2.29
H -2.30 -0.19 -2.91
H -1.04 -1.20 -3.57
H -1.57 -1.12 0.87
H -0.87 -2.49 -0.33
H 0.19 -1.50 0.68
H -2.09 2.01 -0.36
H -1.07 1.08 0.69
H -0.30 2.19 -0.43
H 1.04 1.49 1.48
H 3.81 -0.26 0.14
H 2.75 1.94 -0.97

The HOMO-LUMO gap (alpha / beta) comes out at 0.2045 / 0.2354 Ha. The value obtained for the energy relative to the best compared isomer or geometry (same formula, charge and spin) is 107.6 kJ/mol. As for the multiplicity: 3. The molar mass comes out at 149.34 u. The highest occupied orbital energy (alpha / beta) is -4.80 / -9.47 eV. Its expectation value of S² is 2.009. The calculation puts the LUMO energy (alpha / beta) at 0.7633 / -3.0692 eV.

=====

# 9
This record from the OMol25 dataset describes a molecular structure, C39H44Br2N6O9SSbSr. The level of theory is ωB97M-V/def2-TZVPD.

Geometry (Å):
Sr 0.03 -0.88 0.17
C 3.89 -1.96 -0.41
C 2.68 -2.59 -0.78
C 1.95 -2.85 0.41
C 2.73 -2.40 1.51
C 3.91 -1.85 1.00
H 4.67 -1.64 -1.09
H 2.39 -2.91 -1.77
H 1.13 -3.56 0.48
H 2.47 -2.52 2.55
H 4.71 -1.40 1.59
O -4.63 3.18 -0.68
C -3.73 2.40 -0.54
C -2.35 2.69 -0.03
O -1.88 3.79 0.19
C -1.68 1.39 0.15
C -2.52 0.34 -0.33
O -2.19 -0.89 -0.33
C -3.78 0.91 -0.83
O -4.69 0.32 -1.38
O -0.52 1.21 0.65
Br 1.03 2.17 6.68
C 0.91 1.21 5.05
C 1.86 1.36 4.08
C 1.72 0.58 2.94
N 0.72 -0.27 2.75
C -0.21 -0.38 3.69
C -0.15 0.34 4.87
C -1.33 -1.34 3.42
C -2.31 -1.60 4.37
C -3.34 -2.47 4.04
Br -4.67 -2.85 5.32
C -3.39 -3.05 2.80
C -2.36 -2.74 1.92
N -1.35 -1.93 2.22
H 2.69 2.06 4.17
H 2.47 0.63 2.15
H -0.90 0.25 5.64
H -2.29 -1.14 5.35
H -4.20 -3.71 2.50
H -2.36 -3.16 0.92
C -0.53 5.66 4.05
C -0.37 5.29 2.58
S 1.35 5.40 2.14
O 2.02 4.20 2.58
O 1.87 6.68 2.55
C 1.25 5.41 0.35
C 2.56 5.00 -0.35
N 2.77 3.56 -0.39
C 1.89 2.72 -0.99
N 2.18 1.45 -0.79
C 3.35 1.44 -0.08
C 3.71 2.73 0.20
N 4.88 3.15 0.89
O 5.47 2.31 1.55
O 5.26 4.31 0.77
C 0.71 3.19 -1.76
H -1.57 5.55 4.35
H -0.22 6.70 4.22
H 0.08 5.02 4.68
H -0.90 5.98 1.92
H -0.67 4.26 2.35
H 1.02 6.45 0.12
H 0.42 4.77 0.07
H 3.42 5.47 0.11
H 2.49 5.35 -1.37
H 3.84 0.52 0.21
H 0.91 4.13 -2.29
H -0.16 3.34 -1.11
H 0.44 2.42 -2.48
C 0.44 0.65 -5.31
C 1.49 -0.01 -4.70
C 1.33 -0.43 -3.38
N 0.21 -0.23 -2.69
C -0.79 0.41 -3.29
C -0.73 0.87 -4.60
H 0.53 0.98 -6.34
H 2.42 -0.20 -5.22
H 2.14 -0.94 -2.85
H -1.69 0.57 -2.70
H -1.58 1.38 -5.04
C -0.56 -6.05 -0.52
C -1.74 -5.24 -1.06
Sb -1.14 -3.31 -1.88
C -2.93 -3.14 -3.07
C -4.20 -3.08 -2.20
C 0.11 -4.21 -3.41
C -0.50 -5.33 -4.25
H -0.89 -7.02 -0.13
H -0.05 -5.53 0.29
H 0.19 -6.24 -1.30
H -2.47 -5.07 -0.27
H -2.26 -5.78 -1.86
H -2.96 -4.00 -3.74
H -2.84 -2.23 -3.68
H -4.27 -3.95 -1.54
H -5.10 -3.06 -2.81
H -4.21 -2.18 -1.58
H 1.00 -4.57 -2.87
H 0.45 -3.38 -4.05
H -0.89 -6.14 -3.63
H 0.24 -5.77 -4.92
H -1.33 -4.96 -4.88

The HOMO-LUMO gap comes out at 0.2253 Ha. The molar mass comes out at 1142.07 u. As for the charge: -1. The highest occupied orbital energy is -4.52 eV. The calculation puts the LUMO energy at 1.6155 eV.

=====

# 10
This record from the OMol25 dataset describes 5 unconnected molecules or ions with the total composition C33H58BrN6O7. The level of theory is ωB97M-V/def2-TZVPD.

Geometry (Å):
C -2.06 -5.54 -5.33
O -1.50 -6.71 -4.57
C -0.64 -6.07 -3.55
C -0.29 -7.07 -2.27
C -1.02 -6.43 -0.95
C -0.29 -6.88 0.48
N -0.42 -5.64 1.39
C 0.70 -4.66 1.64
C -0.04 -3.56 2.61
C 0.65 -2.20 3.30
O 0.47 -0.99 2.48
C 1.44 -0.90 1.38
C 2.72 -1.89 1.10
C 3.78 -1.66 -0.17
C 5.07 -2.69 -0.44
C 3.62 -0.39 -1.22
C 2.30 0.60 -0.97
C 1.24 0.36 0.30
C -0.06 1.39 0.50
C 0.10 2.79 -0.38
C -1.47 0.69 -0.05
N -1.48 -4.08 2.80
C -2.61 -3.47 3.62
C -3.36 -2.38 2.61
O -4.06 -1.31 3.08
Br -3.33 -2.55 0.59
C -1.77 -5.39 2.05
H -2.59 -5.86 -6.32
H -1.13 -4.86 -5.66
H -2.81 -4.90 -4.66
H -1.26 -5.14 -3.14
H 0.33 -5.67 -4.07
H 0.88 -7.02 -2.13
H -0.70 -8.14 -2.47
H -0.88 -5.25 -1.00
H -2.19 -6.60 -0.90
H -0.84 -7.78 1.00
H 0.86 -7.15 0.31
H 1.80 -4.67 1.25
H 0.01 -2.01 4.29
H 1.74 -2.40 3.66
H 2.93 -2.80 1.81
H 5.08 -3.56 0.35
H 5.01 -3.14 -1.54
H 6.09 -2.11 -0.37
H 4.34 -0.14 -2.11
H 2.19 1.52 -1.72
H -0.18 1.74 1.62
H 1.13 3.31 -0.19
H -0.82 3.51 -0.23
H 0.10 2.49 -1.54
H -1.92 0.08 0.84
H -2.23 1.51 -0.40
H -1.17 0.05 -0.98
H -2.25 -2.89 4.57
H -3.43 -4.24 3.97
H -2.78 -6.01 2.01
C 5.71 3.01 3.99
C 5.37 2.43 2.64
O 5.91 2.83 1.61
N 4.45 1.43 2.58
C 3.71 0.82 3.66
H 6.46 3.79 3.87
H 4.81 3.45 4.44
H 6.12 2.23 4.64
H 4.28 1.09 1.64
H 3.94 -0.25 3.67
H 2.65 0.96 3.47
H 3.97 1.25 4.63
C 5.72 3.80 -1.51
C 4.77 3.92 -2.66
O 4.44 2.95 -3.34
N 4.27 5.15 -2.96
C 4.52 6.41 -2.29
H 6.03 2.75 -1.40
H 6.61 4.41 -1.68
H 5.23 4.11 -0.58
H 3.63 5.15 -3.75
H 3.57 6.80 -1.93
H 4.94 7.10 -3.02
H 5.21 6.30 -1.45
C -3.57 3.74 2.93
C -3.90 3.16 1.59
O -3.37 3.56 0.56
N -4.83 2.16 1.53
C -5.57 1.55 2.61
H -2.82 4.52 2.82
H -4.46 4.18 3.38
H -3.16 2.96 3.59
H -5.00 1.82 0.59
H -5.34 0.48 2.62
H -6.63 1.69 2.42
H -5.31 1.98 3.58
C -4.71 4.47 -1.89
C -5.98 3.81 -2.38
O -6.75 3.24 -1.62
N -6.25 3.87 -3.72
C -5.47 4.49 -4.77
H -4.64 4.34 -0.80
H -3.84 4.00 -2.35
H -4.74 5.54 -2.11
H -7.11 3.40 -3.97
H -6.10 5.24 -5.25
H -5.21 3.71 -5.49
H -4.56 4.95 -4.39

The HOMO-LUMO gap comes out at 0.2257 Ha. The molar mass comes out at 730.77 u. As for the charge: +1. The highest occupied orbital energy is -10.25 eV. The calculation puts the LUMO energy at -4.1052 eV.

=====

What is the formula in the second record?
C4H8NO3

=====

Look up the molar mass of the tenth one.
730.77 u

=====

Copy entry 4 word for word.
This record from the OMol25 dataset describes 5 unconnected molecules or ions with the total composition C10H15N5. The level of theory is ωB97M-V/def2-TZVPD.

Geometry (Å):
C -2.74 -0.53 -0.66
C -1.90 -0.06 -1.76
N -1.21 0.26 -2.64
H -2.22 -1.26 -0.03
H -3.65 -1.00 -1.02
H -3.04 0.40 -0.19
C 2.98 -0.53 -0.06
C 4.28 0.20 -0.11
N 5.29 0.79 -0.17
H 3.03 -1.46 -0.62
H 2.19 -0.04 -0.64
H 2.70 -0.84 0.95
C 1.50 -2.82 2.40
C 2.38 -1.88 3.02
N 3.05 -1.19 3.60
H 1.23 -3.62 3.10
H 2.04 -3.35 1.62
H 0.54 -2.41 2.10
C -0.13 0.93 0.15
C 0.39 -0.39 0.57
N 0.83 -1.43 0.94
H -0.07 1.05 -0.94
H 0.41 1.73 0.66
H -1.16 0.82 0.47
C -3.18 2.82 -2.10
C -1.95 2.66 -1.29
N -1.02 2.54 -0.62
H -3.43 1.97 -2.73
H -3.11 3.79 -2.59
H -4.02 2.84 -1.41

The HOMO-LUMO gap comes out at 0.3722 Ha. The value obtained for the energy relative to the best compared isomer or geometry (same formula, charge and spin) is 592.5 kJ/mol. The molar mass comes out at 205.27 u. The SMILES is CC#N.CC#N.CC#N.CC#N.CC#N. The highest occupied orbital energy is -10.09 eV. The calculation puts the LUMO energy at 0.0434 eV.